# C4H6O2PS

2 unconnected molecules or ions with the total composition C4H6O2PS at a distorted geometry (ωB97M-V/def2-TZVPD, the Open Molecules 2025 dataset).

Calculated values
LUMO energy: 0.13485 Eh
gap between HOMO and LUMO: 7.437 eV
F_max: 0.0830 hartree/bohr
net charge: -1
electronic energy: -1046.03369 hartree

Last columns: bonded neighbours and bond lengths (Å).
CARTESIAN COORDINATES (ANGSTROEM)
1 C -0.39379 -2.27145 1.83250  C2 1.298, H9 1.125, H13 1.135
2 C 0.01617 -2.09233 0.61366  C1 1.298, P7 1.636
3 C -0.11707 2.27556 -1.16201  C4 1.459, H10 1.109, H11 1.059, H12 0.994
4 C -0.53821 1.57911 0.04905  C3 1.459, O6 1.197, H14 1.124
5 O 0.60804 -0.51927 -1.45459  P7 1.500
6 O -0.26884 1.83685 1.18699  C4 1.197
7 P 1.11048 -1.52510 -0.46143  C2 1.636, O5 1.500, S8 1.962
8 S 2.57473 -2.70523 -1.02083  P7 1.962
9 H -1.36640 -2.80860 2.00796  C1 1.125
10 H -0.68533 3.22593 -1.09552  C3 1.109
11 H 0.93647 2.18430 -1.22106  C3 1.059
12 H -0.47264 1.88388 -2.00378  C3 0.994
13 H -0.18070 -1.76376 2.82534  C1 1.135
14 H -1.22292 0.70013 -0.09628  C4 1.124